C60H50BBaBrN8O3P2 | wB97M-V/def2-TZVPD

The highest occupied orbital energy (alpha / beta) comes out at -3.20 / -4.83 eV. The value obtained for the HOMO-LUMO gap (alpha / beta) is 5.49 / 7.01 eV. The relative energy (zero: lowest compared OMol25 entry of this formula, charge and spin) is 4.648 eV. As for the spin multiplicity: 2. Its charge is -1. For the total energy, the calculation gives -171086.3601 eV.

Element x y z (Å)
Ba  -0.647895  -1.804733  0.344229
O  3.258749  1.980974  -0.251604
C  3.425216  2.504992  1.021216
C  4.666731  3.000127  1.390743
C  4.796464  3.675022  2.593346
C  3.679320  3.869881  3.397483
C  2.464841  3.310832  3.035058
C  2.324817  2.557959  1.870151
P  0.784466  1.647132  1.419770
C  -0.255672  3.076193  0.922931
C  0.245539  4.370507  0.775728
C  -0.538240  5.374769  0.222797
C  -1.833059  5.104540  -0.194015
C  -2.339648  3.818724  -0.061264
C  -1.551465  2.814418  0.477922
C  0.273859  1.099589  3.185222
C  1.532359  0.624446  3.863772
C  1.910156  1.006817  5.083429
C  1.183064  2.034594  5.830636
C  0.039924  2.535209  5.361534
C  -0.612977  1.972234  4.137928
C  2.977393  2.901137  -1.245767
C  3.359184  4.231167  -1.171837
C  3.072137  5.079438  -2.234598
C  2.404964  4.604822  -3.351383
C  1.991462  3.277903  -3.387191
C  2.252869  2.407225  -2.335656
P  1.590345  0.688611  -2.174408
C  3.097230  -0.215464  -2.718962
C  3.835254  0.128043  -3.849594
C  5.000326  -0.553451  -4.170239
C  5.452342  -1.579023  -3.350336
C  4.738145  -1.916551  -2.209987
C  3.567878  -1.238078  -1.899330
C  0.481400  0.680676  -3.630920
C  -0.727442  1.358984  -3.454199
C  -1.662609  1.423880  -4.474011
C  -1.412210  0.790917  -5.685843
C  -0.230196  0.084161  -5.859853
C  0.711865  0.029560  -4.838470
H  5.503896  2.874792  0.715588
H  5.760107  4.072945  2.885644
H  3.756514  4.439382  4.314970
H  1.609965  3.446085  3.682587
H  1.254513  4.609053  1.081918
H  -0.126917  6.371179  0.115002
H  -2.439354  5.889100  -0.630386
H  -3.345770  3.579953  -0.383571
H  -1.944283  1.815871  0.557773
H  2.123645  -0.107329  3.318213
H  2.811365  0.591251  5.518054
H  1.604644  2.394904  6.761422
H  -0.496298  3.299160  5.914554
H  -1.185580  2.723215  3.590765
H  3.866224  4.615690  -0.297994
H  3.374270  6.117778  -2.176156
H  2.189036  5.262352  -4.183439
H  1.426817  2.919977  -4.239433
H  3.505343  0.948995  -4.476846
H  5.559614  -0.279638  -5.056586
H  6.362980  -2.110423  -3.598839
H  5.084456  -2.713803  -1.563459
H  2.999089  -1.510353  -1.020250
H  -0.939201  1.837133  -2.501369
H  -2.592553  1.955571  -4.315631
H  -2.140837  0.841152  -6.485838
H  -0.036056  -0.432168  -6.793023
H  1.621445  -0.539656  -4.982562
B  -3.953482  0.710182  1.652473
N  -2.643408  0.683511  2.487517
C  -2.875327  0.639311  3.933848
C  -1.465495  0.725170  4.477676
C  -0.720071  -0.109566  3.393911
N  -1.756049  -0.447866  2.403239
N  -3.765392  0.370356  0.119259
C  -4.692025  0.635248  -0.810602
C  -4.206983  0.255794  -2.052164
C  -2.936023  -0.244819  -1.768222
N  -2.678690  -0.172669  -0.463118
H  -4.367755  1.854875  1.715746
H  -4.817398  -0.053972  2.068300
H  -3.577485  1.397057  4.275713
H  -1.360377  0.392207  5.507820
H  -0.213183  -1.017616  3.714489
H  -5.633294  1.076097  -0.524349
H  -4.702551  0.322481  -3.005962
H  -2.182665  -0.631303  -2.433014
Br  -4.056916  -0.480902  6.939479
C  -3.142064  -1.389660  5.532232
C  -3.356492  -0.832652  4.172058
C  -2.577842  -1.573341  3.042622
C  -1.734047  -2.778098  3.443699
C  -1.677421  -3.159325  4.749273
C  -2.389116  -2.455528  5.796288
N  -0.996760  -3.310334  2.416605
C  -0.337961  -4.468801  2.559217
C  0.660013  -4.902610  1.643779
C  1.321536  -6.138604  1.860113
C  2.304041  -6.548124  0.999889
C  2.634819  -5.739690  -0.095913
C  1.939533  -4.555640  -0.253926
N  0.988416  -4.121626  0.572752
H  -4.423996  -0.857555  3.946767
H  -3.283093  -1.871752  2.262614
H  -1.037525  -3.979062  5.045875
H  -2.287691  -2.805027  6.816428
H  -0.558818  -5.138513  3.389160
H  1.038159  -6.741373  2.714013
H  2.816002  -7.488936  1.164651
H  3.395217  -6.023395  -0.809359
H  2.150773  -3.910103  -1.100841
O  0.507355  -3.677450  -3.550655
C  0.487411  -2.844015  -2.689469
N  0.454017  -2.008657  -1.842486
O  -2.598904  -3.449066  -1.786881
N  -2.896279  -3.640308  -3.013932
C  -2.338354  -2.895200  -3.998562
C  -2.671975  -3.102752  -5.318567
C  -3.588948  -4.078603  -5.668593
C  -4.153397  -4.832788  -4.649716
C  -3.799137  -4.600347  -3.341834
H  -1.616898  -2.168384  -3.663906
H  -2.186812  -2.486702  -6.062294
H  -3.851454  -4.252865  -6.702414
H  -4.876945  -5.609248  -4.856023
H  -4.184810  -5.137844  -2.490230

Cartesian forces, eV/Å:
Ba -0.18 0.31 -0.51
O 0.18 -0.04 0.10
C -0.10 0.02 -0.09
C 0.07 -0.05 0.05
C -0.01 0.00 0.00
C 0.00 -0.02 -0.06
C 0.06 -0.06 0.05
C 0.08 0.08 -0.25
P -0.18 -0.14 0.64
C -0.01 -0.02 -0.12
C -0.02 0.03 0.06
C -0.01 0.00 0.01
C 0.00 -0.01 -0.01
C 0.00 -0.01 0.02
C 0.02 0.01 -0.02
C -0.04 0.13 -0.01
C -0.01 -0.01 0.02
C 0.00 -0.01 0.01
C -0.02 -0.01 0.00
C 0.01 0.02 -0.02
C -0.02 -0.04 0.05
C -0.20 -0.04 0.02
C 0.05 0.10 -0.09
C -0.01 -0.03 -0.02
C 0.01 -0.04 0.05
C 0.00 0.07 -0.02
C -0.02 -0.03 0.03
P 0.08 0.06 0.06
C 0.02 0.00 0.03
C 0.05 0.05 0.02
C -0.01 0.00 0.00
C 0.01 -0.01 0.01
C -0.02 -0.01 -0.02
C -0.04 -0.01 -0.03
C -0.04 -0.01 -0.02
C 0.09 0.07 -0.05
C 0.01 0.03 -0.07
C 0.00 -0.01 0.02
C -0.01 -0.03 0.03
C -0.02 -0.07 0.02
H -0.02 0.02 -0.01
H 0.00 0.01 0.00
H 0.00 -0.01 0.01
H 0.01 -0.01 0.01
H 0.00 0.00 -0.01
H 0.00 0.00 -0.01
H 0.00 0.00 0.01
H 0.00 0.00 0.00
H 0.04 0.02 -0.03
H 0.01 0.01 0.00
H -0.01 -0.01 0.00
H 0.00 0.00 0.00
H 0.02 0.04 -0.03
H -0.03 -0.03 -0.01
H 0.00 -0.02 -0.04
H 0.00 0.00 -0.01
H -0.02 0.01 0.00
H 0.01 0.01 0.00
H 0.00 -0.01 0.00
H 0.00 0.00 0.00
H 0.00 0.00 0.00
H 0.01 0.01 0.00
H -0.02 -0.01 0.02
H 0.00 -0.01 -0.03
H 0.00 -0.01 0.02
H -0.01 -0.01 0.00
H 0.00 0.01 0.01
H -0.03 0.00 0.01
B -0.03 -0.10 0.04
N 0.00 -0.03 -0.06
C -0.06 0.05 -0.02
C 0.03 -0.07 0.04
C -0.04 0.19 -0.06
N -0.15 -0.01 0.44
N 0.09 0.18 -0.02
C 0.00 0.02 0.00
C -0.03 -0.01 0.04
C -0.07 0.05 0.08
N -0.27 0.11 0.07
H -0.05 -0.02 0.02
H 0.03 -0.05 -0.01
H 0.01 0.02 -0.02
H 0.02 -0.03 -0.01
H 0.02 -0.01 -0.02
H 0.00 0.01 0.00
H 0.01 0.02 0.00
H -0.01 -0.03 0.02
Br 0.00 0.01 0.00
C -0.02 0.01 -0.03
C -0.16 0.02 -0.09
C 0.28 -0.03 0.19
C 0.09 0.07 -0.04
C -0.06 -0.01 0.05
C 0.01 -0.03 -0.01
N -0.17 -0.36 0.54
C 0.03 0.06 0.04
C -0.12 0.02 0.10
C -0.02 0.00 -0.02
C 0.00 -0.01 -0.01
C -0.01 -0.01 0.02
C 0.01 0.05 -0.05
N 0.00 -0.15 0.26
H 0.00 -0.02 0.00
H 0.01 -0.02 -0.01
H 0.01 0.01 0.01
H 0.00 0.00 0.00
H 0.02 0.00 0.01
H 0.00 0.00 0.00
H 0.00 0.00 0.00
H 0.00 -0.01 0.00
H 0.00 -0.01 0.04
O 0.07 -0.03 -0.03
C 0.08 -0.01 -0.12
N 0.61 -0.20 -1.37
O 0.17 0.04 0.23
N -0.08 0.05 -0.02
C 0.00 -0.02 0.00
C 0.02 0.01 -0.01
C 0.00 -0.02 0.02
C -0.01 0.01 -0.01
C 0.02 0.01 0.01
H -0.01 0.00 -0.01
H 0.01 0.02 0.00
H -0.01 0.00 0.00
H 0.01 -0.01 -0.01
H -0.01 0.00 0.00

These are the Mulliken partial charges, in e, on atoms 1 to 4:
1 Ba 2.093
2 O -0.349
3 C -1.646
4 C -0.044